An isolated molecule of C3H8N2OS in a non-equilibrium geometry. Source: OMol25; level of theory: wB97M-V/def2-TZVPD.

Geometry (Å):
C -0.886 -0.372 0.572
C -1.328 1.108 0.219
C 0.200 -0.779 -0.321
N 2.398 -0.128 1.297
N 2.669 0.454 -1.062
O -0.328 1.979 0.464
S 1.640 0.342 0.057
H -0.667 -0.445 1.663
H -1.750 -0.799 0.316
H -1.690 1.169 -0.811
H -2.165 1.463 0.775
H 0.826 -1.797 -0.230
H -0.138 -0.751 -1.270
H 3.402 -0.172 1.091
H 2.261 0.503 -2.000

Properties
* ⟨S²⟩: 2.0109
* multiplicity: 3
* ΔE to the lowest compared entry with this formula, charge and spin: 3.563 eV
* orbital gap (alpha / beta): 0.3004 / 0.2347 hartree
* E_tot: -701.792280 Ha

Atomic partial charges in e from the natural (NBO) method, atoms 1 to 4:
1. C -0.46
2. C -0.14
3. C -0.58
4. N -1.11